Entry 1:
Molecular formula: C2H3ClF2S
Method: DFT, wB97M-V/def2-TZVPD

XYZ file:
```
9
Properties=species:S:1:pos:R:3:mulliken_charge:R:1
F 2.03 -1.15 -0.06 -0.259
C 0.86 -0.25 -0.32 0.791
F 0.18 -0.58 -1.44 -0.151
Cl 1.69 1.35 -0.36 -0.144
C -0.35 -0.19 0.57 -0.813
S -1.75 0.38 -0.37 -0.175
H -0.82 -1.22 0.58 0.205
H -0.37 -0.05 1.68 0.422
H -1.47 1.70 -0.28 0.124
```

The energy relative to the best compared isomer or geometry (same formula, charge and spin) comes out at 156.44 kJ/mol. The lowest unoccupied orbital energy comes out at 0.6 eV. As for the total charge: 0. Its multiplicity is 1. The calculation puts the HOMO energy at -9.62 eV.

---

Entry 2:
Molecular formula: C2H3ClFN
Method: DFT, wB97M-V/def2-TZVPD

XYZ file:
```
8
Properties=species:S:1:pos:R:3:mulliken_charge:R:1
C 0.06 -1.09 0.79 -0.041
C -0.36 1.04 -0.21 0.217
N -0.49 0.03 0.57 -0.116
F 0.02 2.22 0.35 -0.171
Cl 1.52 -0.29 -1.84 -0.620
H -0.47 -1.70 1.56 0.275
H 0.80 -1.46 -0.11 0.166
H -1.07 1.25 -1.10 0.290
```

The energy relative to the best compared isomer or geometry (same formula, charge and spin) comes out at 193.33 kJ/mol. The lowest unoccupied orbital energy comes out at -1.4 eV. As for the total charge: 0. Its multiplicity is 1. The calculation puts the HOMO energy at -9.18 eV.

---

Entry 3:
Molecular formula: C2H3ClFNO
Method: DFT, wB97M-V/def2-TZVPD

XYZ file:
```
9
Properties=species:S:1:pos:R:3:mulliken_charge:R:1
O 1.77 0.85 1.13 -0.314
N 0.78 0.00 0.83 -0.365
C 0.08 0.38 -0.13 -0.119
C -0.80 -0.58 -0.78 0.296
F -0.52 -0.76 -2.07 -0.216
Cl -2.45 -0.20 -0.48 -0.165
H 2.16 0.47 1.92 0.379
H -0.24 1.45 -0.21 0.313
H -0.78 -1.62 -0.23 0.190
```

The energy relative to the best compared isomer or geometry (same formula, charge and spin) comes out at 277.89 kJ/mol. The lowest unoccupied orbital energy comes out at 0.6 eV. As for the total charge: 0. Its multiplicity is 1. The calculation puts the HOMO energy at -10.07 eV.